Here is an isolated molecule of C2H2Cl2O2S from the OMol25 dataset. Energies are from ωB97M-V/def2-TZVPD.

Properties
ΔE to the lowest compared entry with this formula, charge and spin: 149.6 kJ/mol
HOMO: -10.583 eV

Cartesian coordinates (Å):
Cl 0.134 1.440 1.727
Cl -2.309 0.105 -1.778
S 1.075 -0.023 0.702
O 1.663 -0.932 1.668
O 1.844 0.663 -0.257
C -0.900 0.237 -0.884
C -0.359 -0.781 -0.181
H -0.644 -1.886 -0.183
H -0.504 1.178 -0.813

Results of the natural (NBO) charge analysis, in e, for atoms 1 through 5: Cl -0.2165; Cl 0.0750; S 2.0734; O -0.8733; O -0.8942

---

Here is an isolated molecule of C3H6O2 from the OMol25 dataset. Energies are from ωB97M-V/def2-TZVPD.

Properties
ΔE to the lowest compared entry with this formula, charge and spin: 310.6 kJ/mol
HOMO: -10.309 eV

Cartesian coordinates (Å):
O 0.691 -0.017 0.636
O -0.895 1.336 -0.147
C -1.202 -1.079 -0.085
C 1.781 -0.128 -0.305
C -0.559 0.184 0.083
H -0.788 -1.620 -0.801
H 1.697 -1.026 -1.046
H 1.815 0.851 -0.858
H 2.350 -0.381 0.335
H -2.321 -0.846 -0.587
H -1.234 -1.392 0.883

Results of the natural (NBO) charge analysis, in e, for atoms 1 through 5: O -0.5674; O -0.5406; C -0.7026; C -0.2001; C 0.7999

---

Sequential energy output: -1546.3969, -268.2869 a.u.